[1]
{"formula": "C54H146MnN12O14", "method": "ωB97M-V/def2-TZVPD", "orbital_gap_ev": [6.9, 7.4], "lumo_ev": [0.4120, 0.4095], "s_squared": 8.75, "multiplicity": 6, "homo_energy_ha": [-0.240, -0.256], "total_charge": 0, "species": ["Mn", "C", "C", "C", "O", "H", "H", "H", "H", "H", "H", "H", "C", "C", "C", "O", "H", "H", "H", "H", "H", "H", "H", "C", "C", "C", "O", "C", "N", "H", "H", "H", "H", "H", "H", "H", "H", "H", "H", "H", "C", "C", "C", "O", "C", "N", "H", "H", "H", "H", "H", "H", "H", "H", "H", "H", "H", "C", "C", "C", "O", "C", "N", "H", "H", "H", "H", "H", "H", "H", "H", "H", "H", "H", "C", "C", "C", "O", "C", "N", "H", "H", "H", "H", "H", "H", "H", "H", "H", "H", "H", "C", "C", "C", "O", "C", "N", "H", "H", "H", "H", "H", "H", "H", "H", "H", "H", "H", "C", "C", "C", "O", "C", "N", "H", "H", "H", "H", "H", "H", "H", "H", "H", "H", "H", "C", "C", "C", "O", "C", "N", "H", "H", "H", "H", "H", "H", "H", "H", "H", "H", "H", "C", "C", "C", "O", "C", "N", "H", "H", "H", "H", "H", "H", "H", "H", "H", "H", "H", "C", "C", "C", "O", "C", "N", "H", "H", "H", "H", "H", "H", "H", "H", "H", "H", "H", "C", "C", "C", "O", "C", "N", "H", "H", "H", "H", "H", "H", "H", "H", "H", "H", "H", "C", "C", "C", "O", "C", "N", "H", "H", "H", "H", "H", "H", "H", "H", "H", "H", "H", "C", "C", "C", "O", "C", "N", "H", "H", "H", "H", "H", "H", "H", "H", "H", "H", "H"], "xyz": [[-3.59220, -0.02707, 0.08174], [0.68837, 0.48094, 0.70089], [-0.22710, -0.55947, 0.01299], [0.33639, -1.96157, -0.13949], [-1.52975, -0.50725, 0.52172], [1.72925, 0.42783, 0.38175], [0.63571, 0.60924, 1.78203], [0.41126, 1.43542, 0.25336], [-0.39347, -0.20426, -1.00398], [0.60536, -2.28377, 0.86646], [1.24769, -1.92105, -0.73613], [-0.36306, -2.68694, -0.55507], [-6.04683, 2.70356, 0.83294], [-6.54360, 1.56266, -0.16401], [-6.85720, 2.22826, -1.53290], [-5.66314, 0.49414, -0.33290], [-5.91131, 2.20158, 1.79094], [-6.81767, 3.42978, 1.09084], [-5.15243, 3.18774, 0.44087], [-7.45903, 1.12999, 0.23959], [-7.79050, 2.77932, -1.41726], [-7.13004, 1.45988, -2.25625], [-6.02345, 2.82265, -1.90662], [-2.20526, -4.60074, 4.12211], [-1.61488, -3.97911, 2.86199], [-2.19342, -4.55728, 1.58775], [-1.88998, -5.92709, 1.50428], [-2.08880, -6.56448, 0.25755], [-1.79716, -2.49785, 2.97873], [-1.67957, -4.27403, 5.01933], [-2.35094, -5.68060, 4.14988], [-3.17845, -4.12636, 4.24856], [-0.54280, -4.17547, 2.87539], [-1.82620, -4.03432, 0.70472], [-3.27748, -4.44866, 1.62107], [-3.14543, -6.50474, -0.00333], [-1.76642, -7.59955, 0.14444], [-1.53103, -6.08369, -0.54610], [-1.44952, -2.09355, 3.83652], [-1.50186, -1.91424, 2.20913], [0.59162, 3.82031, 1.72856], [0.83952, 5.18463, 2.37608], [0.03594, 5.34115, 3.68254], [-1.37305, 5.15754, 3.45797], [-2.12493, 6.25573, 2.85714], [2.21638, 5.39959, 2.70602], [1.36859, 3.61675, 0.99168], [-0.35195, 3.65620, 1.20816], [0.73787, 3.02349, 2.45781], [0.59805, 6.01246, 1.70938], [0.13896, 6.28078, 4.22529], [0.44516, 4.55620, 4.31855], [-1.66120, 6.69438, 1.97360], [-2.16611, 6.99605, 3.65609], [-3.16792, 6.06459, 2.60472], [2.50778, 4.73062, 3.40434], [2.71394, 5.10974, 1.87625], [-1.74928, -5.41602, -3.46391], [-1.02793, -6.07755, -4.52333], [-1.84174, -6.81064, -5.69003], [-0.90239, -7.24934, -6.70081], [-1.63515, -7.79107, -7.81254], [-0.11965, -5.03455, -5.10462], [-2.49516, -4.78995, -3.95361], [-1.23455, -4.91688, -2.64292], [-2.46631, -6.05027, -2.94268], [-0.38514, -6.84982, -4.10082], [-2.46959, -6.04172, -6.14023], [-2.44379, -7.66230, -5.37330], [-2.37299, -7.10683, -8.23148], [-2.29587, -8.62633, -7.58043], [-0.93999, -8.14054, -8.57590], [-0.66037, -4.22795, -5.38230], [0.18036, -5.32883, -6.02303], [4.63993, -2.21986, -1.49843], [4.43333, -0.74998, -1.15648], [5.02581, -0.37549, 0.27431], [5.03969, 1.01401, 0.43107], [5.04543, 1.57838, 1.73216], [5.17478, -0.06866, -2.23291], [4.32804, -2.39699, -2.52771], [4.02435, -2.89078, -0.89924], [5.71246, -2.40345, -1.43443], [3.35850, -0.57150, -1.12546], [6.06238, -0.64675, 0.47439], [4.43382, -0.89950, 1.02469], [5.20005, 2.65641, 1.77737], [5.79403, 1.11169, 2.37238], [4.13034, 1.37403, 2.28801], [6.14397, -0.15718, -1.96285], [5.18077, 0.93932, -2.16934], [4.27892, 5.57970, -1.82721], [3.48522, 4.61982, -0.93575], [3.33562, 3.21269, -1.56314], [2.63482, 3.25735, -2.80420], [2.30325, 2.00692, -3.35956], [4.01278, 4.49731, 0.42020], [4.27796, 6.57313, -1.37866], [3.77262, 5.62723, -2.79132], [5.24706, 5.09160, -1.93926], [2.44452, 4.92992, -0.84152], [2.75512, 2.66359, -0.82178], [4.28528, 2.68249, -1.63481], [1.59660, 2.17681, -4.17188], [1.89905, 1.31403, -2.62157], [3.16337, 1.51964, -3.81874], [4.50926, 5.34067, 0.66990], [4.77942, 3.84848, 0.31358], [0.27396, 1.17863, 5.19360], [0.34045, -0.30737, 5.13827], [1.59039, -0.84960, 5.83387], [2.77121, -0.60567, 5.03329], [3.14520, -1.31088, 3.82850], [-0.93848, -0.72413, 5.74949], [-0.65447, 1.54532, 4.75583], [1.07110, 1.61121, 4.58899], [0.45950, 1.52732, 6.20952], [0.18632, -0.53453, 4.08341], [1.34892, -1.90723, 5.93970], [1.81432, -0.54542, 6.85634], [4.01558, -0.79130, 3.42777], [2.30216, -1.23557, 3.14168], [3.47281, -2.31834, 4.08502], [-0.73401, -0.89748, 6.72326], [-1.63075, 0.00781, 5.82108], [6.83547, 6.01203, 6.66296], [6.48302, 4.92123, 5.61110], [5.33274, 3.98519, 5.98401], [5.18740, 2.89605, 5.02858], [4.29503, 1.87042, 5.43642], [6.13532, 5.63604, 4.37744], [7.34397, 5.60303, 7.53603], [5.93037, 6.54357, 6.95685], [7.48715, 6.77808, 6.24275], [7.39841, 4.34806, 5.46403], [4.35942, 4.46589, 6.08234], [5.48161, 3.56465, 6.97854], [4.41806, 1.28078, 4.52796], [3.26779, 2.22872, 5.50359], [4.74350, 1.28272, 6.23740], [5.35033, 6.23374, 4.59341], [5.84006, 4.97549, 3.67275], [2.45578, -5.60550, -2.95232], [3.01052, -5.85689, -1.55154], [2.33407, -5.04435, -0.45935], [3.31254, -4.96840, 0.59767], [2.76408, -4.42342, 1.82817], [2.81907, -7.26201, -1.16754], [1.42965, -5.97278, -2.96876], [3.08732, -6.12152, -3.67549], [2.39686, -4.53147, -3.12864], [4.05851, -5.56699, -1.62757], [1.37281, -5.43939, -0.13068], [2.11792, -4.01684, -0.75192], [3.36763, -4.45931, 2.73511], [1.99456, -5.13002, 2.13907], [2.38762, -3.40147, 1.78352], [3.45961, -7.39717, -0.39842], [3.22052, -7.71606, -1.97549], [0.90702, -1.39867, -3.87182], [0.94148, -1.82698, -5.33901], [-0.44227, -1.84219, -6.06082], [-1.38753, -2.59248, -5.30210], [-2.70700, -2.54534, -5.86060], [1.85120, -0.92047, -6.06429], [0.36435, -2.10988, -3.24908], [0.43167, -0.42034, -3.80105], [1.91344, -1.30550, -3.46375], [1.35503, -2.83469, -5.37885], [-0.36610, -2.23451, -7.07491], [-0.77737, -0.80957, -6.15825], [-2.74916, -2.84742, -6.90706], [-2.96187, -1.49691, -5.70587], [-3.42754, -3.13188, -5.29062], [1.50976, 0.02998, -6.05120], [1.60918, -1.20907, -7.00143], [-2.52869, 1.27489, -4.20331], [-3.14917, 0.65550, -2.85240], [-2.99440, -0.87347, -2.81481], [-3.51142, -1.43027, -1.54882], [-3.52515, -2.84986, -1.55166], [-2.73471, 1.32034, -1.64153], [-2.78304, 2.33458, -4.22470], [-2.87862, 0.68604, -5.05119], [-1.44623, 1.14683, -4.20591], [-4.23292, 0.76684, -2.88669], [-1.96886, -1.22898, -2.91469], [-3.57917, -1.32507, -3.61619], [-3.86584, -3.22171, -2.51797], [-4.08828, -3.33919, -0.75695], [-2.47326, -3.11878, -1.45518], [-2.55447, 2.27468, -1.91873], [-1.75966, 1.10957, -1.48358], [-5.06846, -1.32370, 3.99498], [-4.72664, -0.54588, 2.70764], [-3.65526, 0.61742, 2.85337], [-3.62768, 1.29428, 1.61644], [-2.66822, 2.36135, 1.61340], [-4.14645, -1.47035, 1.71219], [-5.60052, -2.25135, 3.78409], [-5.71948, -0.78419, 4.68287], [-4.15064, -1.59803, 4.51501], [-5.63067, -0.06601, 2.33275], [-2.67859, 0.20940, 3.11363], [-4.06767, 1.27425, 3.61927], [-1.67778, 1.99510, 1.88356], [-2.96024, 3.10055, 2.35934], [-2.70134, 2.76700, 0.60224], [-4.78374, -2.23566, 1.54404], [-3.40408, -1.98052, 2.16902], [-5.27201, 5.56944, -2.17574], [-4.12723, 4.86669, -1.58978], [-2.76290, 4.83446, -2.41716], [-1.88918, 3.99669, -1.62489], [-0.55746, 3.73593, -2.13916], [-3.84304, 5.70326, -0.42229], [-5.56537, 4.98346, -3.04675], [-5.08605, 6.58508, -2.52503], [-6.12892, 5.68187, -1.51154], [-4.44355, 3.85277, -1.34481], [-2.33680, 5.80449, -2.67326], [-2.94242, 4.34468, -3.37423], [-0.57019, 3.16530, -3.06777], [-0.01885, 3.04144, -1.49442], [-0.02752, 4.68095, -2.25833], [-3.15775, 5.23342, 0.15194], [-3.41834, 6.56100, -0.74480]], "lowdin_spin": [4.67, 0.00, 0.01, 0.00, 0.05, 0.00, 0.00, 0.00, 0.00, 0.00, 0.00, 0.00, 0.00, 0.01, 0.00, 0.06, 0.00, 0.00, 0.00, 0.00, 0.00, 0.00, 0.00, 0.00, 0.00, 0.00, 0.00, 0.00, 0.00, 0.00, 0.00, 0.00, 0.00, 0.00, 0.00, 0.00, 0.00, 0.00, 0.00, 0.00, 0.00, 0.00, 0.00, 0.00, 0.00, 0.00, 0.00, 0.00, 0.00, 0.00, 0.00, 0.00, 0.00, 0.00, 0.00, 0.00, 0.00, 0.00, 0.00, 0.00, 0.00, 0.00, 0.00, 0.00, 0.00, 0.00, 0.00, 0.00, 0.00, 0.00, 0.00, 0.00, 0.00, 0.00, 0.00, 0.00, 0.00, 0.00, 0.00, 0.00, 0.00, 0.00, 0.00, 0.00, 0.00, 0.00, 0.00, 0.00, 0.00, 0.00, 0.00, 0.00, 0.00, 0.00, 0.00, 0.00, 0.00, 0.00, 0.00, 0.00, 0.00, 0.00, 0.00, 0.00, 0.00, 0.00, 0.00, 0.00, 0.00, 0.00, 0.00, 0.00, 0.00, 0.00, 0.00, 0.00, 0.00, 0.00, 0.00, 0.00, 0.00, 0.00, 0.00, 0.00, 0.00, 0.00, 0.00, 0.00, 0.00, 0.00, 0.00, 0.00, 0.00, 0.00, 0.00, 0.00, 0.00, 0.00, 0.00, 0.00, 0.00, 0.00, 0.00, 0.00, 0.00, 0.00, 0.00, 0.00, 0.00, 0.00, 0.00, 0.00, 0.00, 0.00, 0.00, 0.00, 0.00, 0.00, 0.00, 0.00, 0.00, 0.00, 0.00, 0.00, 0.00, 0.00, 0.00, 0.00, 0.00, 0.00, 0.00, 0.00, 0.00, 0.00, 0.00, 0.00, 0.00, 0.00, 0.00, 0.04, 0.01, 0.03, 0.00, 0.00, 0.00, 0.00, 0.00, 0.00, 0.00, 0.00, 0.00, 0.00, 0.00, 0.00, 0.00, 0.01, 0.04, 0.01, 0.04, 0.00, 0.00, 0.00, 0.00, 0.00, 0.00, 0.00, 0.00, 0.00, 0.00, 0.00, 0.00, 0.00, 0.00, 0.00, 0.00, 0.00, 0.00, 0.00, 0.00, 0.00, 0.00, 0.00, 0.00, 0.00, 0.00, 0.00, 0.00]}

[2]
{"formula": "C54H31F20GeO4PS3V", "method": "ωB97M-V/def2-TZVPD", "orbital_gap_ev": [7.2, 7.8], "lumo_ev": [-0.9380, -0.4132], "s_squared": 0.76, "multiplicity": 2, "homo_energy_ha": [-0.299, -0.302], "total_charge": 0, "species": ["V", "O", "C", "O", "C", "C", "C", "C", "C", "C", "P", "C", "C", "C", "C", "C", "C", "C", "C", "C", "C", "C", "C", "H", "H", "H", "H", "H", "H", "H", "H", "H", "H", "H", "H", "H", "H", "C", "S", "O", "C", "C", "C", "C", "C", "C", "H", "H", "H", "H", "H", "H", "H", "H", "F", "C", "C", "C", "F", "C", "F", "C", "F", "C", "F", "Ge", "S", "C", "C", "F", "C", "F", "C", "F", "C", "F", "C", "F", "C", "C", "F", "C", "F", "C", "F", "C", "F", "C", "F", "C", "C", "C", "C", "O", "H", "H", "H", "H", "H", "H", "H", "H", "H", "F", "C", "C", "F", "C", "F", "C", "S", "C", "F", "C", "F"], "xyz": [[-0.07217, -0.52526, 1.12979], [-0.50733, -1.13780, 4.81398], [0.08749, -0.37356, 4.08254], [-0.41721, 0.05405, 2.93797], [1.39934, 0.24022, 4.52505], [1.48893, 0.62779, 5.85433], [2.70426, 1.14618, 6.30506], [3.77857, 1.37637, 5.39790], [3.61590, 1.04475, 4.05857], [2.44092, 0.42761, 3.59902], [2.39213, -0.16358, 1.87481], [3.41202, 1.15698, 1.05875], [3.09838, 2.52046, 1.30929], [3.72268, 3.52054, 0.57623], [4.70394, 3.18363, -0.37045], [4.99232, 1.87079, -0.58053], [4.38330, 0.85051, 0.11604], [3.28266, -1.72194, 1.81785], [3.88602, -2.31913, 2.93876], [4.55979, -3.52888, 2.81320], [4.64474, -4.12798, 1.54384], [4.01176, -3.57563, 0.44823], [3.31711, -2.39416, 0.60176], [0.67933, 0.44710, 6.59183], [2.76630, 1.40653, 7.33518], [4.75122, 1.78513, 5.73267], [4.43716, 1.20587, 3.36425], [2.36999, 2.81974, 2.04888], [3.51149, 4.56065, 0.80601], [5.22577, 3.95947, -0.90884], [5.79611, 1.65153, -1.28196], [4.57728, -0.20293, -0.12978], [3.77861, -1.88461, 3.92580], [4.99277, -4.05675, 3.65102], [5.20994, -5.06098, 1.37254], [3.99448, -4.08339, -0.53447], [2.71171, -1.99638, -0.24902], [-0.44817, 4.45732, 0.88954], [-0.89793, 2.77845, 0.49486], [-0.07485, 1.93030, 1.39020], [-2.52612, 2.90443, 1.21527], [-2.76015, 2.67061, 2.56430], [-4.05810, 2.81068, 2.99962], [-5.10182, 3.02874, 2.14595], [-4.88569, 3.15446, 0.76848], [-3.55565, 3.12060, 0.31214], [-0.66539, 4.62703, 1.91360], [-0.93978, 5.22415, 0.23484], [0.63285, 4.57324, 0.75387], [-1.96630, 2.38817, 3.21508], [-4.21923, 2.68239, 4.03147], [-6.12381, 3.16102, 2.45583], [-5.67810, 3.38831, 0.10949], [-3.31922, 3.10688, -0.76677], [2.61003, 1.34865, -4.45526], [1.86278, 2.37975, -4.01488], [0.63598, 2.04498, -3.50481], [-0.15243, 3.12495, -3.12213], [-1.36257, 2.85577, -2.58348], [0.27438, 4.42754, -3.18240], [-0.58468, 5.34547, -2.70745], [1.51323, 4.73388, -3.64198], [1.96836, 5.97835, -3.65420], [2.31213, 3.69098, -4.14364], [3.52050, 3.94519, -4.63951], [0.06432, 0.19265, -2.94952], [0.91526, 0.06923, -0.91802], [-1.80749, -0.13681, -3.51627], [-2.35478, -1.38072, -3.23668], [-1.61249, -2.27387, -2.55590], [-3.56645, -1.77993, -3.74275], [-4.08136, -2.95876, -3.46757], [-4.33508, -0.91927, -4.54074], [-5.50385, -1.34609, -4.92802], [-3.77677, 0.30530, -4.85908], [-4.44609, 1.19561, -5.57779], [-2.54965, 0.69288, -4.33376], [-2.00992, 1.83048, -4.71296], [0.98939, -1.24455, -4.00317], [1.52312, -2.42586, -3.50691], [1.52005, -2.62240, -2.21056], [2.02469, -3.42416, -4.30909], [2.51945, -4.53910, -3.79972], [1.93872, -3.26139, -5.70770], [2.37319, -4.21551, -6.54008], [1.38896, -2.10583, -6.22159], [1.27016, -1.87503, -7.54160], [0.84671, -1.13220, -5.37281], [0.35762, 0.04215, -5.79758], [0.68974, -4.41889, 0.86888], [-0.52744, -3.53876, 1.29819], [-1.70348, -3.64231, 0.26708], [-0.94181, -3.68503, 2.78224], [-0.00344, -2.17683, 1.24415], [0.42155, -5.49329, 0.89297], [1.53479, -4.26612, 1.53734], [1.06047, -4.20764, -0.13502], [-2.09737, -4.70210, 0.30289], [-1.42081, -3.40586, -0.74818], [-2.62199, -3.05036, 0.56884], [-1.54370, -4.58131, 2.82585], [-1.52511, -2.79480, 3.07657], [-0.10077, -3.76167, 3.43956], [-7.47192, -0.89273, 1.95802], [-6.21757, -0.77590, 1.51289], [-5.96585, -0.40041, 0.20433], [-6.92857, -0.11299, -0.68918], [-4.67173, -0.21326, -0.18240], [-4.47547, 0.23918, -1.46174], [-3.59520, -0.45205, 0.62269], [-2.01224, -0.09225, -0.03740], [-3.87027, -0.92829, 1.92269], [-2.85301, -1.18734, 2.70729], [-5.16490, -1.14938, 2.34769], [-5.41952, -1.58161, 3.56947]], "lowdin_spin": [1.02, 0.00, 0.00, 0.05, 0.00, 0.00, 0.00, 0.00, 0.00, 0.00, -0.01, 0.00, 0.00, 0.00, 0.00, 0.00, 0.00, 0.00, 0.00, 0.00, 0.00, 0.00, 0.00, 0.00, 0.00, 0.00, 0.00, 0.00, 0.00, 0.00, 0.00, 0.00, 0.00, 0.00, 0.00, 0.00, 0.00, 0.00, 0.00, 0.00, 0.00, 0.00, 0.00, 0.00, 0.00, 0.00, 0.00, 0.00, 0.00, 0.00, 0.00, 0.00, 0.00, 0.00, 0.00, 0.00, 0.00, 0.00, 0.00, 0.00, 0.00, 0.00, 0.00, 0.00, 0.00, 0.00, -0.01, 0.00, 0.00, 0.00, 0.00, 0.00, 0.00, 0.00, 0.00, 0.00, 0.00, 0.00, 0.00, 0.00, 0.00, 0.00, 0.00, 0.00, 0.00, 0.00, 0.00, 0.00, 0.00, 0.00, 0.00, 0.00, 0.00, -0.05, 0.00, 0.00, 0.00, 0.00, 0.00, 0.00, 0.00, 0.00, 0.00, 0.00, 0.00, 0.00, 0.00, 0.00, 0.00, 0.01, -0.01, 0.00, 0.00, 0.00, 0.00]}

Energy readings, ordered: -5006.119701, -8931.466679 Ha